[1]
A 9-piece molecular cluster, C61H39BrN2O18 overall. Source: the OMol25 dataset; level of theory: the ωB97M-V functional and the def2-TZVPD basis.

orbital gap = 7.94 eV
SMILES = O=C1NC(=O)c2cc(-c3ccncc3)c(Br)cc21.O=C1C=CC(=O)C=C1.O=C1C=CC(=O)C=C1.O=C1C=CC(=O)C=C1.O=C1C=CC(=O)C=C1.O=C1C=CC(=O)C=C1.O=C1C=CC(=O)C=C1.O=C1C=CC(=O)C=C1.O=C1C=CC(=O)C=C1
electronic energy = -173756.5140 eV
net charge = 0
maximum force = 0.06817 hartree/bohr
molecular weight = 1167.883 g mol⁻¹
E_HOMO = -9.83 eV

Last column: Löwdin charge in e.
Element x y z (Å)
O1 8.1739 -2.0536 -0.8282  0.125
C1 7.2659 -1.3049 -1.0631  -0.369
N1 7.4741 0.1138 -1.2234  0.154
C2 6.2656 0.8934 -1.3524  -0.361
O2 6.1382 2.0818 -1.4647  0.102
C3 5.1758 -0.2124 -1.3658  -0.035
C4 3.7254 -0.1378 -1.5019  0.076
C5 2.9359 -1.3846 -1.5211  -0.174
C6 1.4222 -1.2224 -1.7139  -0.186
C7 0.8023 -0.7509 -2.9863  0.012
C8 -0.6440 -0.6377 -2.9854  -0.135
N2 -1.5619 -0.9002 -1.9850  0.036
C9 -1.0255 -1.3512 -0.8200  -0.123
C10 0.4174 -1.5047 -0.6722  -0.028
C11 3.5409 -2.7213 -1.3965  -0.536
Br1 2.4536 -4.3464 -1.4440  0.728
C12 4.9936 -2.8137 -1.2363  -0.015
C13 5.7407 -1.5644 -1.2233  -0.041
H1 8.0715 0.5745 -0.5333  0.158
H2 3.2593 0.8738 -1.5877  0.137
H3 1.4287 -0.4970 -3.8795  0.117
H4 -1.0850 -0.2672 -3.9506  0.098
H5 -1.6853 -1.5962 0.0478  0.114
H6 0.7943 -1.8744 0.3175  0.111
H7 5.5040 -3.7918 -1.1099  0.120
C14 7.3834 4.1986 1.2243  0.028
C15 6.2327 3.5349 1.1244  0.024
C16 5.1284 3.7653 2.0842  -0.374
O3 4.0798 3.1588 1.9952  0.109
C17 5.3517 4.7622 3.1573  0.016
C18 6.5029 5.4253 3.2557  0.011
C19 7.6072 5.1952 2.2966  -0.390
O4 8.6564 5.8012 2.3856  0.101
H8 8.2020 4.0431 0.5323  0.122
H9 6.0525 2.8024 0.3442  0.077
H10 4.5347 4.9185 3.8493  0.106
H11 6.6835 6.1568 4.0339  0.123
C20 -4.3777 2.1809 -5.5216  0.031
C21 -5.2272 1.6121 -6.3738  0.026
C22 -5.5452 0.1693 -6.2902  -0.385
O5 -6.3192 -0.3526 -7.0691  0.087
C23 -4.8845 -0.6162 -5.2236  0.030
C24 -4.0328 -0.0501 -4.3693  0.024
C25 -3.7173 1.3947 -4.4547  -0.367
O6 -2.9436 1.9154 -3.6754  0.080
H12 -4.1321 3.2347 -5.5667  0.126
H13 -5.7199 2.1712 -7.1594  0.124
H14 -5.1310 -1.6697 -5.1792  0.125
H15 -3.5348 -0.6050 -3.5816  0.097
C26 6.8276 3.9953 6.7395  0.019
C27 7.8170 3.8996 7.6258  0.027
C28 7.6700 4.4293 9.0011  -0.386
O7 8.5713 4.3444 9.8088  0.112
C29 6.3804 5.0676 9.3525  0.023
C30 5.3913 5.1631 8.4659  0.022
C31 5.5386 4.6335 7.0913  -0.378
O8 4.6357 4.7187 6.2825  0.096
H16 6.9174 3.6145 5.7298  0.115
H17 8.7654 3.4357 7.3858  0.124
H18 6.2903 5.4484 10.3620  0.123
H19 4.4427 5.6270 8.7056  0.123
C32 -4.8739 -2.0761 -9.4877  0.029
C33 -5.9365 -2.1839 -10.2821  0.035
C34 -5.9037 -3.0306 -11.4967  -0.382
O9 -6.8708 -3.1286 -12.2234  0.110
C35 -4.6445 -3.7529 -11.7914  0.028
C36 -3.5826 -3.6442 -10.9959  0.017
C37 -3.6169 -2.7977 -9.7826  -0.375
O10 -2.6468 -2.6988 -9.0526  0.073
H20 -4.8800 -1.4624 -8.5974  0.094
H21 -6.8642 -1.6632 -10.0800  0.126
H22 -4.6384 -4.3677 -12.6824  0.124
H23 -2.6544 -4.1644 -11.1963  0.123
C38 -0.4633 -8.0401 -8.0646  0.020
C39 -1.6553 -7.9469 -8.6510  0.020
C40 -2.4031 -6.6688 -8.6701  -0.381
O11 -3.4920 -6.5826 -9.2035  0.100
C41 -1.7754 -5.4998 -8.0148  0.023
C42 -0.5831 -5.5929 -7.4284  0.030
C43 0.1654 -6.8699 -7.4085  -0.389
O12 1.2533 -6.9559 -6.8759  0.104
H24 0.0978 -8.9658 -8.0398  0.122
H25 -2.1291 -8.7914 -9.1357  0.121
H26 -2.3361 -4.5748 -8.0398  0.091
H27 -0.1098 -4.7480 -6.9440  0.124
C44 -3.5149 2.1987 -0.2789  0.028
C45 -3.4274 3.3062 -1.0133  0.025
C46 -3.5580 4.6473 -0.3991  -0.383
O13 -3.4803 5.6580 -1.0688  0.103
C47 -3.7879 4.7092 1.0627  0.023
C48 -3.8754 3.6012 1.7976  0.027
C49 -3.7446 2.2602 1.1819  -0.365
O14 -3.8222 1.2474 1.8511  0.086
H28 -3.4220 1.2098 -0.7127  0.108
H29 -3.2587 3.2768 -2.0818  0.090
H30 -3.8802 5.6977 1.4949  0.121
H31 -4.0436 3.6274 2.8660  0.098
C50 -4.0965 -1.1676 5.5278  0.023
C51 -4.0091 -0.0599 4.7925  0.031
C52 -4.1398 1.2813 5.4076  -0.364
O15 -4.0623 2.2924 4.7395  0.099
C53 -4.3696 1.3431 6.8696  0.030
C54 -4.4570 0.2356 7.6035  0.020
C55 -4.3262 -1.1057 6.9885  -0.385
O16 -4.4035 -2.1168 7.6588  0.094
H32 -4.0041 -2.1562 5.0960  0.121
H33 -3.8409 -0.0862 3.7238  0.098
H34 -4.4618 2.3314 7.3021  0.124
H35 -4.6250 0.2633 8.6733  0.113
C56 -0.4908 -0.2163 10.3127  0.020
C57 0.2048 -1.3427 10.1700  0.021
C58 -0.4615 -2.6655 10.1949  -0.386
O17 0.1725 -3.6925 10.0667  0.108
C59 -1.9301 -2.6863 10.3828  0.026
C60 -2.6251 -1.5597 10.5256  0.011
C61 -1.9594 -0.2384 10.5006  -0.390
O18 -2.5942 0.7903 10.6284  0.093
H36 -0.0211 0.7591 10.2977  0.121
H37 1.2787 -1.3454 10.0310  0.122
H38 -2.4006 -3.6611 10.3972  0.126
H39 -3.6987 -1.5570 10.6642  0.122

---

[2]
A 2-piece molecular cluster, C8H17FNO2 overall. Source: the OMol25 dataset; level of theory: the ωB97M-V functional and the def2-TZVPD basis.

orbital gap = 4.97 eV
electronic energy = -16871.2689 eV
net charge = -1
maximum force = 0.07298 hartree/bohr
molecular weight = 178.227 g mol⁻¹
E_HOMO = -1.97 eV

Last column: Löwdin charge in e.
Element x y z (Å)
C1 1.5377 2.1563 -1.3566  -0.204
C2 1.0597 3.3754 -0.7708  -0.352
N1 -0.2568 3.8374 -0.6422  -0.047
C3 -1.1968 3.1732 -1.5178  -0.447
C4 -2.1392 2.1834 -0.6705  -0.062
F1 -2.1196 4.2100 -1.9932  -0.149
H1 1.3305 1.8159 -2.4162  -0.011
H2 2.2367 1.5076 -0.7406  -0.022
H3 1.8555 4.0404 -0.2967  0.065
H4 -0.7768 2.7010 -2.4470  0.114
H5 -1.5048 1.5350 -0.0035  0.049
H6 -2.6507 1.5077 -1.4287  0.064
H7 -2.8968 2.8035 -0.0954  0.069
C5 -1.6192 -2.1541 1.1868  -0.123
O1 -0.7821 -1.4127 0.3172  -0.195
C6 0.2805 -0.7617 1.0115  -0.199
C7 1.5960 -1.5020 0.8266  -0.193
O2 1.5760 -2.7713 1.4845  -0.201
C8 1.3779 -3.8438 0.5792  -0.125
H8 -2.2839 -2.7684 0.5768  0.084
H9 -1.0414 -2.8122 1.8421  0.079
H10 -2.2274 -1.4718 1.7894  0.086
H11 0.0423 -0.6431 2.0740  0.126
H12 0.3804 0.2388 0.5763  0.097
H13 2.3970 -0.9176 1.2886  0.123
H14 1.8339 -1.6159 -0.2357  0.127
H15 2.2811 -3.9979 -0.0201  0.084
H16 0.5241 -3.6657 -0.0785  0.082
H17 1.1859 -4.7474 1.1606  0.083

---

[3]
A 10-piece molecular cluster, C21H18Cl36N2O5PS overall. Source: the OMol25 dataset; level of theory: the ωB97M-V functional and the def2-TZVPD basis.

orbital gap = 6.41 eV
electronic energy = -506202.2854 eV
net charge = -1
maximum force = 0.15323 hartree/bohr
molecular weight = 1717.733 g mol⁻¹
E_HOMO = -5.08 eV

Last column: Löwdin charge in e.
Element x y z (Å)
N1 -0.0845 1.3635 -2.7316  -0.343
P1 -0.0128 0.5487 -1.2972  0.766
N2 -1.3444 -0.6197 -1.1956  -0.262
C1 -2.6231 -0.0335 -0.6435  -0.235
C2 -3.1867 1.2524 -1.5446  -0.186
C3 -4.8514 1.3760 -1.4876  -0.227
S1 -5.5068 1.9568 0.1674  0.790
O1 -4.7199 1.3930 1.3831  -0.378
O2 -5.6023 3.5182 0.2516  -0.404
O3 -7.1275 1.3706 0.2862  -0.241
C4 -1.0087 -1.8815 -0.4508  -0.292
C5 0.1640 -1.7731 0.6789  -0.171
C6 -0.2064 -0.7417 1.9425  -0.117
C7 -1.5924 -0.9182 2.8023  -0.026
C8 -1.8496 0.1159 4.0479  -0.055
C9 -0.6974 1.2575 4.3674  -0.084
C10 0.6992 1.4543 3.5311  -0.085
C11 0.9569 0.4175 2.2590  -0.090
C12 -0.7565 -3.0660 -1.5784  -0.467
O4 -0.7842 -4.3331 -1.1106  -0.203
O5 -0.5637 -2.8154 -3.0154  -0.272
H1 -0.8719 1.0038 -3.3139  -0.052
H2 -0.2407 1.5453 -0.2471  0.015
H3 1.3167 -0.0225 -1.2584  -0.001
H4 -3.4944 -0.8467 -0.7021  0.121
H5 -2.5251 0.3028 0.4752  0.102
H6 -2.9537 0.9479 -2.6727  0.129
H7 -2.6420 2.2285 -1.2013  0.076
H8 -5.3629 0.3880 -1.8638  0.124
H9 -5.1108 2.2177 -2.2920  0.128
H10 -7.0551 0.5542 0.8724  0.098
H11 -2.0023 -2.2070 0.1261  0.058
H12 1.2498 -1.5784 0.2608  0.008
H13 0.2261 -2.8471 1.1987  0.142
H14 -2.3257 -1.7892 2.4645  0.068
H15 -2.8558 -0.0103 4.6548  0.088
H16 -0.9084 1.9998 5.2559  0.072
H17 1.5210 2.2683 3.7307  0.072
H18 1.9415 0.4780 1.5892  0.030
C13 -0.4442 5.6061 -2.5654  -1.993
Cl1 -1.9423 4.9093 -1.8986  0.513
Cl2 0.8910 5.3578 -1.4121  0.475
Cl3 -0.0526 4.8061 -4.1086  0.515
Cl4 -0.6729 7.3512 -2.8424  0.490
C14 4.0830 -2.5700 -0.9236  -1.965
Cl5 5.3155 -2.1772 -2.1489  0.481
Cl6 3.7947 -1.1453 0.1067  0.501
Cl7 2.5657 -3.0332 -1.7347  0.599
Cl8 4.6561 -3.9242 0.0824  0.515
C15 -4.7324 -4.6664 -0.1175  -1.979
Cl9 -4.5020 -6.2193 0.7250  0.490
Cl10 -6.4740 -4.3645 -0.3409  0.493
Cl11 -4.0217 -3.3526 0.8539  0.554
Cl12 -3.9317 -4.7290 -1.7079  0.568
C16 6.4406 -5.2013 -4.8715  -2.004
Cl13 6.8414 -3.8669 -5.9819  0.506
Cl14 5.0495 -4.7352 -3.8605  0.493
Cl15 6.0283 -6.6555 -5.8149  0.505
Cl16 7.8430 -5.5478 -3.8287  0.501
C17 5.6863 0.0158 3.5553  -1.973
Cl17 5.9167 -1.5372 4.3978  0.526
Cl18 3.9447 0.3176 3.3319  0.550
Cl19 6.3970 1.3296 4.5267  0.492
Cl20 6.4870 -0.0469 1.9649  0.470
C18 10.7586 0.8417 3.6381  -1.995
Cl21 11.7142 1.6830 2.3917  0.508
Cl22 11.4857 -0.7506 3.9699  0.509
Cl23 10.7463 1.8121 5.1325  0.505
Cl24 9.0881 0.6226 3.0585  0.459
C19 -7.4136 6.7181 -1.5384  -2.012
Cl25 -8.3893 5.2387 -1.7222  0.510
Cl26 -7.9155 7.9160 -2.7580  0.496
Cl27 -7.6589 7.3925 0.0925  0.508
Cl28 -5.6907 6.3253 -1.7656  0.510
C20 3.3623 8.6930 0.2986  -2.006
Cl29 2.0616 8.1354 -0.7839  0.472
Cl30 2.7919 10.0941 1.2398  0.503
Cl31 3.8158 7.3759 1.4096  0.510
Cl32 4.7800 9.1665 -0.6712  0.505
C21 -3.1824 -10.3322 -0.2236  -2.012
Cl33 -4.1930 -11.6923 -0.7744  0.496
Cl34 -1.4712 -10.8283 -0.2172  0.510
Cl35 -3.3957 -8.9491 -1.3264  0.510
Cl36 -3.6697 -9.8591 1.4236  0.496

---

[4]
CBrCl2NO2 as an isolated structure. Source: the OMol25 dataset; level of theory: the ωB97M-V functional and the def2-TZVPD basis.

orbital gap (alpha / beta) = 8.15 / 7.95 eV
electronic energy = -101703.5643 eV
net charge = 0
maximum force = 0.03421 hartree/bohr
molecular weight = 208.826 g mol⁻¹
energy relative to the best compared isomer or geometry (same formula, charge and spin) = 2.120 eV
E_HOMO (alpha / beta) = -9.10 / -9.30 eV

Last column: Löwdin charge in e.
Element x y z (Å)
C1 -1.8641 0.2269 0.0060  -1.581
N1 1.4501 -0.4495 0.1521  -0.429
O1 1.2291 0.5728 0.6865  0.072
O2 2.3675 -1.0488 -0.2485  0.104
Cl1 -2.7562 0.7562 -1.3638  0.538
Cl2 -2.7373 0.2502 1.4904  0.536
Br1 -0.8908 -1.3824 -0.2831  0.761